37
Properties=species:S:1:pos:R:3:mulliken_charge:R:1 method="wB97M-V/def2-TZVPD" charge=-3 homo_energy_ev=-4.52 homo_lumo_gap_ev=7.697
K -16.5861 17.7308 13.7491 0.997
N -15.4848 9.6255 16.1024 -0.224
S -14.9860 10.6258 15.1728 1.033
O -16.0170 11.5832 14.6275 -0.598
O -13.8181 10.1634 14.3920 -0.603
F -14.3294 11.5216 16.3365 -0.294
S -16.1558 8.6073 14.8348 1.083
O -15.3536 7.5022 14.3699 -0.566
O -17.0503 9.1914 13.8250 -0.538
F -17.1951 7.8594 15.8624 -0.292
N -14.9896 19.8301 18.3045 -0.245
S -14.7932 18.9529 19.7508 1.095
O -15.6973 17.8090 19.8328 -0.603
O -14.3316 19.6221 20.9933 -0.528
F -13.4395 18.2832 19.3205 -0.252
S -15.2938 21.0750 19.0268 1.076
O -14.1627 21.9570 19.3879 -0.617
O -16.5250 21.1791 19.8340 -0.597
F -15.8024 21.7180 17.6188 -0.327
N -23.4920 22.3865 11.7161 -0.203
S -22.1316 22.1965 12.5970 1.077
O -21.3744 20.9278 12.4897 -0.566
O -21.9626 23.0162 13.7921 -0.546
F -21.2965 23.0846 11.4720 -0.336
S -24.2183 21.3944 12.5935 1.096
O -24.4279 21.7220 13.9884 -0.577
O -24.3235 20.0109 12.2191 -0.601
F -25.6584 21.8188 12.0428 -0.344
N -13.2550 19.6750 10.5922 -0.218
S -12.0306 18.9037 9.6204 1.068
O -10.7072 19.4552 9.6961 -0.559
O -12.4597 18.1066 8.5134 -0.517
F -11.9331 17.6959 10.6808 -0.301
S -13.5512 20.6470 9.4603 1.053
O -14.3902 20.2119 8.3136 -0.589
O -12.8042 21.8635 9.1946 -0.597
F -14.7971 21.2354 10.2915 -0.339